The following is a quantum chemistry calculation of a molecular structure, C36H72Hg2N4O4 at a distorted geometry, from the OMol25 dataset.

Last column: Löwdin charge in e.
Cartesian coordinates (Å):
Hg  1.729  1.026  -0.892  1.299
Hg  -1.578  -0.753  0.611  1.267
C  -1.704  3.765  0.587  -0.037
C  -2.179  2.406  0.867  -0.479
C  -3.611  2.542  1.531  -0.128
C  -4.689  2.642  0.439  -0.185
C  -4.538  1.478  -0.516  -0.140
C  -3.177  1.273  -1.273  -0.450
N  -2.096  1.363  -0.219  -0.213
O  -0.774  1.222  -0.823  -0.390
C  -3.106  2.241  -2.422  -0.027
C  -3.265  -0.263  -1.752  -0.052
C  -1.400  1.733  2.052  -0.069
H  -2.494  4.351  0.116  0.088
H  -0.782  3.778  0.004  0.061
H  -1.346  4.301  1.465  0.094
H  -3.659  3.387  2.219  0.121
H  -3.924  1.713  2.166  0.111
H  -4.546  3.590  -0.081  0.095
H  -5.667  2.724  0.913  0.114
H  -5.296  1.598  -1.290  0.121
H  -4.729  0.574  0.062  0.112
H  -3.637  1.843  -3.286  0.089
H  -2.052  2.439  -2.620  0.060
H  -3.480  3.252  -2.259  0.082
H  -3.393  -0.975  -0.936  0.017
H  -2.337  -0.652  -2.172  0.064
H  -3.973  -0.446  -2.561  0.089
H  -0.388  1.458  1.754  0.056
H  -1.929  0.896  2.508  0.044
H  -1.255  2.474  2.838  0.090
C  4.177  4.738  -2.450  -0.049
C  3.053  3.878  -1.837  -0.407
C  1.652  4.773  -1.891  -0.140
C  1.091  4.820  -3.269  -0.186
C  0.718  3.346  -3.666  -0.142
C  1.936  2.422  -3.732  -0.470
N  2.778  2.560  -2.494  -0.257
O  3.619  1.500  -2.120  -0.321
C  2.850  2.792  -4.942  -0.030
C  1.324  0.959  -3.962  -0.039
C  3.287  3.766  -0.251  -0.052
H  4.925  4.046  -2.837  0.083
H  4.786  5.396  -1.830  0.074
H  3.833  5.393  -3.250  0.066
H  1.801  5.831  -1.675  0.115
H  0.926  4.452  -1.143  0.081
H  1.741  5.222  -4.045  0.101
H  0.228  5.486  -3.253  0.110
H  0.131  3.208  -4.575  0.121
H  0.106  3.007  -2.831  0.077
H  3.427  1.918  -5.243  0.080
H  3.418  3.721  -4.903  0.066
H  2.316  3.024  -5.863  0.074
H  2.141  0.239  -4.001  0.066
H  0.904  0.911  -4.967  0.088
H  0.566  0.744  -3.209  0.049
H  4.005  2.966  -0.074  0.059
H  2.368  3.568  0.301  0.050
H  3.749  4.699  0.073  0.077
C  2.612  -1.680  2.701  -0.038
C  3.012  -0.824  1.506  -0.457
C  4.421  -0.904  1.003  -0.166
C  4.980  -1.995  0.071  -0.160
C  3.994  -2.141  -1.121  -0.148
C  2.518  -2.246  -0.646  -0.474
N  2.229  -1.075  0.207  -0.207
O  0.856  -0.844  0.494  -0.395
C  2.323  -3.668  -0.152  -0.032
C  1.712  -2.141  -2.027  -0.027
C  2.936  0.644  2.087  -0.030
H  1.667  -1.435  3.185  0.072
H  3.351  -1.492  3.480  0.085
H  2.742  -2.762  2.731  0.078
H  5.043  -1.107  1.874  0.118
H  4.771  -0.017  0.475  0.122
H  5.011  -2.935  0.622  0.100
H  5.943  -1.767  -0.386  0.116
H  4.412  -3.060  -1.533  0.115
H  4.114  -1.384  -1.896  0.111
H  1.377  -3.764  0.382  0.057
H  3.055  -3.829  0.639  0.070
H  2.246  -4.460  -0.897  0.097
H  0.666  -2.426  -1.917  0.071
H  2.153  -2.582  -2.921  0.091
H  1.695  -1.108  -2.377  0.012
H  2.192  0.718  2.880  0.077
H  2.685  1.399  1.342  0.024
H  3.871  0.982  2.532  0.093
C  -3.853  -3.278  4.382  -0.032
C  -2.551  -2.854  3.667  -0.479
C  -1.397  -3.992  3.969  -0.151
C  -1.484  -5.289  3.267  -0.187
C  -1.467  -4.979  1.724  -0.116
C  -2.624  -3.947  1.291  -0.439
N  -2.630  -2.727  2.162  -0.201
O  -3.448  -1.591  1.745  -0.300
C  -3.928  -4.788  1.141  -0.034
C  -2.052  -3.570  -0.116  -0.081
C  -2.029  -1.624  4.303  -0.071
H  -3.694  -3.487  5.440  0.080
H  -4.337  -4.198  4.054  0.062
H  -4.548  -2.448  4.254  0.080
H  -1.276  -4.136  5.043  0.110
H  -0.409  -3.634  3.681  0.104
H  -2.470  -5.691  3.503  0.099
H  -0.725  -6.022  3.542  0.113
H  -1.678  -5.945  1.265  0.104
H  -0.499  -4.756  1.275  0.087
H  -4.321  -5.269  2.036  0.063
H  -3.735  -5.536  0.373  0.073
H  -4.801  -4.243  0.780  0.077
H  -1.071  -3.141  0.090  0.036
H  -2.569  -2.898  -0.801  0.050
H  -1.963  -4.459  -0.740  0.093
H  -2.712  -0.781  4.195  0.077
H  -1.152  -1.358  3.713  0.068
H  -1.744  -1.821  5.337  0.093

Cartesian forces, eV/Å:
0.042 -0.420 -0.165
-0.334 -0.157 0.734
1.271 1.342 -0.817
-0.822 -2.569 2.973
-0.775 -0.431 -1.391
1.217 0.898 0.379
-0.186 -0.272 -0.069
-1.423 -1.203 1.679
-0.322 -0.325 -0.457
-0.232 0.510 -0.215
1.141 0.506 -0.363
1.296 0.956 -0.336
0.821 1.238 -0.322
0.258 0.188 -0.213
-0.226 -0.223 -0.667
-0.589 -0.133 0.430
0.416 0.321 -0.254
0.557 -0.531 -0.147
-0.071 0.165 -0.265
-0.162 -0.368 -0.227
-0.128 -0.396 -0.095
-0.184 -0.195 -0.079
0.258 -0.003 -0.086
0.119 -0.421 -0.566
-0.476 -0.123 0.582
-1.021 0.379 0.276
0.552 0.636 -0.338
-0.442 0.246 0.346
0.137 -0.246 -0.156
-0.145 -0.072 -0.196
-0.124 0.035 0.198
0.712 -0.715 -0.669
-2.439 1.867 1.579
2.204 -0.143 -0.386
-1.156 -1.697 -1.348
0.222 1.017 0.994
0.891 0.209 -0.980
-3.381 1.374 1.605
0.614 -1.283 0.317
-0.752 -0.339 -1.024
1.786 1.469 -0.041
0.740 -0.608 -1.962
0.017 -0.049 -0.401
-0.554 -0.088 0.766
-0.145 -0.291 -0.222
0.884 0.004 0.625
-0.022 -0.517 -0.209
0.410 0.179 0.286
-0.328 -0.192 -0.198
0.113 0.317 -0.130
-0.265 -0.324 0.050
0.617 0.243 0.376
0.454 -0.378 0.936
-0.901 -0.339 -0.060
-0.061 -0.106 0.475
-0.374 0.308 0.111
-0.148 -0.181 0.014
0.044 -0.061 0.141
-0.162 0.035 -0.037
-0.294 -0.008 0.135
0.920 -0.838 1.145
-0.441 -0.056 -1.556
3.497 -1.080 0.357
-2.610 0.242 -0.710
1.063 -0.490 1.029
0.689 -0.715 -3.454
0.083 1.037 1.113
-1.366 0.446 -0.157
-1.031 0.349 2.023
-0.301 1.249 1.060
-0.984 -0.368 -0.367
-0.173 0.072 -0.591
0.202 0.718 0.199
-0.443 -0.259 -1.130
0.228 0.988 0.485
-0.530 0.644 0.546
0.275 -0.193 -0.204
0.169 0.197 0.664
-1.013 -0.385 -0.691
0.032 0.420 0.318
-0.340 0.237 0.100
0.239 -0.673 -0.276
0.702 0.352 -0.242
0.022 -0.237 -0.002
0.311 -0.871 0.565
-0.072 0.341 0.382
-0.203 -0.023 -0.168
0.002 0.042 -0.231
0.212 -0.433 -0.170
-0.130 0.066 -0.300
0.671 -3.743 -0.799
0.339 1.669 0.385
-1.193 0.353 -1.884
-1.312 -0.713 1.308
0.584 -0.423 -0.184
1.253 -0.465 1.035
1.517 -0.503 -0.878
-0.285 0.552 -0.332
-0.635 0.188 0.085
0.465 1.037 -0.708
0.246 0.500 0.173
0.164 0.068 -0.608
-0.268 -0.123 0.181
-0.546 0.123 0.280
0.036 0.888 -0.146
-0.052 -0.589 -0.142
0.069 0.163 0.080
-0.438 0.036 -0.395
0.164 0.662 0.658
0.595 -0.112 0.207
-0.012 -0.244 0.152
0.224 0.586 -0.119
0.400 -0.108 -0.283
-0.650 0.253 0.476
0.405 -0.230 0.240
-0.190 -0.067 0.334
0.413 0.215 0.247
-0.121 0.212 -0.013

- relative energy (zero: lowest compared OMol25 entry of this formula, charge and spin) (kJ/mol) = 228.4
- total energy (eV) = -60985.8859
- HOMO (eV) = -6.677
- Kohn-Sham gap (eV) = 5.92

The following is a quantum chemistry calculation of 6 unconnected molecules or ions with the total composition CH14O6 at a distorted geometry, from the OMol25 dataset.

Last column: natural (NBO) charge in e.
Cartesian coordinates (Å):
C  -9.749  -5.415  2.654  -0.267
O  -10.326  -5.478  1.365  -0.756
H  -9.659  -4.332  2.850  0.183
H  -10.350  -5.996  3.382  0.178
H  -8.841  -5.980  2.700  0.172
H  -9.506  -5.376  0.779  0.489
O  -12.335  -3.094  2.330  -0.974
H  -13.033  -2.782  1.795  0.477
H  -11.941  -3.936  2.018  0.506
O  -10.090  -1.435  1.493  -0.989
H  -10.164  -0.567  1.084  0.508
H  -10.933  -1.782  1.668  0.497
O  -8.720  -3.348  0.194  -0.993
H  -9.136  -2.567  0.596  0.500
H  -9.471  -3.601  -0.485  0.463
O  -9.420  0.945  -0.091  -1.003
H  -8.576  0.735  -0.507  0.512
H  -9.832  1.732  -0.394  0.477
O  -7.255  -0.393  -0.127  -0.968
H  -7.224  -1.335  -0.493  0.502
H  -7.599  -0.502  0.781  0.488

Cartesian forces, eV/Å:
-0.867 0.103 0.646
1.589 -0.549 -1.666
0.394 -0.639 0.854
-0.333 0.890 -0.332
1.084 0.219 -0.150
-2.057 0.084 0.883
1.842 -0.569 1.195
-1.143 -0.117 -1.142
-0.631 0.621 -0.276
2.260 0.790 -0.348
-0.079 0.320 -0.230
-2.090 -0.849 0.628
-1.993 -1.050 -2.656
-0.201 0.237 0.540
2.379 0.704 1.897
-0.598 -1.004 1.026
0.194 0.139 -0.281
-0.114 0.988 -0.627
0.261 -2.049 -0.232
-0.153 1.766 0.802
0.256 -0.036 -0.531

- relative energy (zero: lowest compared OMol25 entry of this formula, charge and spin) (kJ/mol) = 82.8
- SMILES string = CO.O.O.O.O.O
- total energy (eV) = -13548.8032
- HOMO (eV) = -10.370
- Kohn-Sham gap (eV) = 10.91

The following is a quantum chemistry calculation of C4H10OS in the gas phase at a distorted geometry, from the OMol25 dataset.

Last column: natural (NBO) charge in e.
Cartesian coordinates (Å):
O  -1.558  -1.842  -2.267  -0.732
C  -1.638  -1.386  -0.929  -0.055
C  -0.551  -0.334  -0.658  -0.427
C  -0.193  -0.309  0.829  -0.408
C  0.283  1.017  1.399  -0.517
S  1.923  1.493  0.847  -0.046
H  -1.709  -2.766  -2.357  0.474
H  -1.531  -2.187  -0.195  0.162
H  -2.605  -0.874  -0.845  0.164
H  0.305  -0.543  -1.302  0.217
H  -0.894  0.642  -1.014  0.196
H  -1.117  -0.607  1.339  0.196
H  0.535  -1.100  1.029  0.211
H  0.387  0.909  2.476  0.228
H  -0.432  1.791  1.123  0.214
H  1.716  1.715  -0.473  0.122

Cartesian forces, eV/Å:
0.496 0.970 -0.341
0.058 0.730 -0.278
0.214 0.066 -0.432
-0.467 -0.355 -0.230
-0.274 -0.524 -0.698
0.716 0.274 -0.288
-0.241 -1.016 0.190
-0.189 -0.161 -0.104
-0.027 -0.364 0.514
0.136 -0.236 0.182
-0.177 0.084 0.209
0.091 0.164 0.332
0.032 0.062 0.077
-0.113 0.321 0.098
-0.024 0.128 0.376
-0.229 -0.143 0.393

- relative energy (zero: lowest compared OMol25 entry of this formula, charge and spin) (kJ/mol) = 38.7
- SMILES string = OCCCCS
- total energy (eV) = -17192.4244
- HOMO (eV) = -9.034
- Kohn-Sham gap (eV) = 9.96

The following is a quantum chemistry calculation of 10 unconnected molecules or ions with the total composition C22H65BFO11S10 at a distorted geometry, from the OMol25 dataset.

Last column: Löwdin charge in e.
Cartesian coordinates (Å):
C  4.361  2.440  -2.370  -0.187
S  3.817  3.539  -3.681  0.593
O  4.665  3.300  -4.855  -0.433
O  4.005  4.919  -3.199  -0.431
B  1.966  3.191  -3.967  -0.534
C  1.218  3.712  -2.598  -0.249
C  -0.284  3.404  -2.493  -0.233
C  -0.659  2.034  -3.014  -0.194
F  -1.770  1.583  -2.256  -0.112
H  5.207  2.839  -1.823  0.057
H  3.543  2.249  -1.674  0.000
H  4.608  1.490  -2.830  0.057
H  1.601  3.838  -4.924  0.049
H  1.829  2.004  -4.171  0.047
H  1.706  3.268  -1.731  0.073
H  1.368  4.789  -2.565  0.074
H  -0.914  4.181  -2.917  0.105
H  -0.526  3.350  -1.427  0.074
H  -0.912  2.100  -4.067  0.118
H  0.129  1.321  -2.827  0.109
C  -2.821  -1.250  -2.908  -0.269
S  -2.072  -2.651  -3.740  0.796
O  -0.755  -2.211  -4.278  -0.544
C  -3.213  -2.691  -5.130  -0.299
H  -2.237  -1.020  -2.022  0.027
H  -2.831  -0.384  -3.570  0.053
H  -3.838  -1.521  -2.617  0.057
H  -3.181  -1.737  -5.654  0.033
H  -4.223  -2.890  -4.768  0.056
H  -2.904  -3.489  -5.801  0.021
C  2.427  0.532  2.069  -0.283
S  3.431  -0.023  0.689  0.838
O  2.919  0.727  -0.491  -0.546
C  2.763  -1.690  0.606  -0.279
H  2.660  1.572  2.258  0.000
H  1.371  0.438  1.815  0.060
H  2.654  -0.055  2.959  0.055
H  1.683  -1.646  0.463  0.048
H  3.002  -2.225  1.524  0.056
H  3.219  -2.200  -0.238  0.036
C  1.634  -4.353  -2.841  -0.254
S  1.062  -4.491  -1.144  0.794
O  2.275  -4.565  -0.273  -0.569
C  0.416  -6.161  -1.294  -0.264
H  2.110  -3.382  -2.957  0.057
H  2.353  -5.147  -3.052  0.055
H  0.780  -4.417  -3.516  0.042
H  1.213  -6.837  -1.605  0.053
H  -0.396  -6.167  -2.021  0.055
H  0.035  -6.464  -0.321  0.043
C  -1.761  -3.826  2.075  -0.289
S  -2.762  -3.227  0.712  0.810
O  -2.054  -3.606  -0.544  -0.595
C  -2.417  -1.483  0.991  -0.256
H  -1.800  -4.914  2.067  0.052
H  -0.731  -3.494  1.950  0.059
H  -2.165  -3.455  3.008  0.022
H  -1.341  -1.311  0.943  0.057
H  -2.806  -1.191  1.967  0.053
H  -2.914  -0.908  0.213  0.037
C  -0.371  -3.689  7.257  -0.269
S  0.024  -4.365  5.646  0.832
O  -0.880  -3.696  4.664  -0.569
C  -0.640  -6.012  5.925  -0.271
H  -0.067  -2.644  7.265  0.013
H  -1.445  -3.755  7.433  0.064
H  0.175  -4.231  8.029  0.058
H  -1.697  -5.942  6.184  0.057
H  -0.082  -6.494  6.728  0.050
H  -0.524  -6.584  5.007  0.047
C  2.459  4.782  3.691  -0.263
S  2.835  3.187  4.415  0.825
O  1.594  2.366  4.327  -0.561
C  2.978  3.743  6.118  -0.267
H  2.301  4.633  2.626  0.037
H  1.554  5.189  4.139  0.048
H  3.295  5.465  3.843  0.064
H  2.045  4.215  6.428  0.060
H  3.805  4.448  6.200  0.054
H  3.176  2.874  6.742  0.039
C  -2.166  -2.013  -9.636  -0.258
S  -3.417  -2.533  -8.456  0.800
O  -3.221  -3.988  -8.219  -0.539
C  -4.815  -2.365  -9.576  -0.268
H  -1.196  -2.083  -9.149  0.057
H  -2.190  -2.667  -10.508  0.057
H  -2.353  -0.980  -9.929  0.055
H  -4.664  -2.997  -10.451  0.055
H  -4.917  -1.321  -9.873  0.052
H  -5.711  -2.682  -9.046  0.048
C  0.615  1.057  6.633  -0.286
S  -0.533  0.732  7.978  0.821
O  -0.373  -0.702  8.354  -0.571
C  -2.026  0.849  6.983  -0.265
H  1.626  0.989  7.028  0.046
H  0.479  0.316  5.846  0.065
H  0.444  2.060  6.244  0.031
H  -1.985  0.121  6.173  0.058
H  -2.115  1.859  6.583  0.055
H  -2.878  0.635  7.626  0.046
C  -0.510  5.319  0.539  -0.253
S  0.595  6.568  1.206  0.811
O  0.275  6.713  2.657  -0.570
C  -0.162  7.962  0.362  -0.267
H  -0.234  4.359  0.972  0.056
H  -1.539  5.562  0.803  0.062
H  -0.392  5.273  -0.545  0.036
H  -1.214  8.030  0.639  0.055
H  -0.058  7.831  -0.714  0.058
H  0.359  8.866  0.672  0.047

Cartesian forces, eV/Å:
-0.471 -0.187 -0.082
0.610 1.238 -0.864
-0.102 -0.798 0.064
-0.338 -0.142 0.709
-0.531 0.008 0.433
0.000 -0.170 -0.687
0.463 -0.383 0.693
0.153 0.682 0.506
-0.408 -0.110 -0.377
0.193 0.292 -0.185
0.191 0.236 -0.223
0.105 -0.130 -0.086
0.275 0.080 -0.145
0.200 -0.084 0.015
0.025 0.028 0.227
0.079 0.213 0.261
-0.093 0.110 -0.309
-0.233 0.088 0.043
-0.211 -0.458 -0.113
0.215 -0.192 -0.158
-0.096 0.058 -0.062
-0.034 -0.293 0.135
-0.011 0.042 -0.060
-0.020 0.106 0.043
0.101 -0.057 -0.057
0.064 -0.005 -0.014
0.018 -0.052 0.012
0.036 0.035 0.056
0.018 -0.019 0.034
0.029 -0.024 0.033
0.035 -0.243 0.069
-0.212 0.032 0.018
-0.136 -0.368 0.235
0.029 0.110 0.001
0.051 0.033 -0.096
0.010 0.005 -0.076
0.020 0.019 0.033
-0.028 0.056 -0.036
0.033 -0.028 -0.023
0.025 0.004 0.033
0.082 -0.155 -0.076
-0.044 0.285 -0.050
0.036 -0.252 -0.055
0.012 -0.132 -0.049
-0.078 0.043 0.034
0.006 -0.013 0.083
-0.029 0.131 0.028
0.044 0.053 0.012
-0.032 0.065 0.031
-0.007 0.069 0.020
-0.183 0.011 -0.343
0.194 0.012 0.101
-0.147 -0.027 -0.105
-0.011 0.085 0.029
-0.042 -0.001 -0.024
-0.008 0.039 -0.032
-0.049 0.016 0.034
0.006 -0.063 -0.031
-0.006 -0.019 0.005
-0.016 -0.022 -0.010
-0.004 -0.055 0.030
0.086 0.053 0.062
0.127 -0.086 0.402
-0.098 -0.054 0.027
-0.031 0.032 0.031
-0.013 -0.014 -0.069
0.039 -0.020 -0.035
0.002 0.059 -0.006
0.029 0.015 -0.003
0.036 0.050 -0.025
-0.016 0.003 0.175
0.275 0.103 -0.137
-0.084 0.177 0.052
-0.056 0.086 0.063
0.035 -0.057 -0.008
-0.053 -0.015 -0.050
0.045 -0.053 -0.020
-0.017 0.022 -0.035
0.002 -0.018 -0.028
0.033 -0.013 -0.040
0.058 -0.006 -0.104
-0.004 0.103 -0.109
-0.041 -0.013 -0.079
-0.038 -0.015 -0.123
-0.031 -0.004 0.069
-0.035 -0.041 0.033
-0.003 0.013 0.043
0.040 -0.027 0.027
0.009 0.011 0.031
0.035 -0.009 0.055
-0.239 -0.010 0.207
0.129 0.162 -0.149
-0.024 -0.141 0.043
-0.068 -0.025 -0.072
-0.018 -0.037 0.079
-0.031 0.051 0.001
-0.015 -0.146 -0.015
0.064 -0.016 0.017
0.029 0.007 0.008
0.034 -0.005 0.056
-0.045 0.068 -0.041
-0.009 -0.089 -0.187
-0.132 0.089 0.093
-0.060 0.071 -0.069
0.064 0.007 -0.008
0.021 0.051 0.058
0.091 -0.005 0.066
0.009 -0.055 0.049
0.046 -0.029 0.004
0.046 -0.032 0.030

- charge = -1
- total energy (eV) = -158131.1822
- HOMO (eV) = -4.828
- Kohn-Sham gap (eV) = 6.55